Below is a molecular structure, C20H25N10RuS3Sb, with properties calculated with ωB97M-V with the def2-TZVPD basis set.

```
60
Properties=species:S:1:pos:R:3:forces:R:3:lowdin_spin:R:1
Ru 0.476763 0.157715 0.126799 0.1 0.0 0.0 2.4037
S 4.985630 0.149800 -0.998811 0.1 -0.1 -0.1 0.0355
Sb 3.652176 0.908003 0.695575 -0.2 0.0 0.0 0.1203
S 1.734760 2.071029 -0.374869 0.0 0.1 -0.1 0.3754
S 2.095252 -0.974400 1.284195 0.1 0.0 0.1 0.5201
N -2.498986 1.094509 1.842046 0.0 0.1 0.0 0.0092
C -1.297571 1.430629 2.417885 0.1 0.0 0.0 0.0078
N -1.218097 2.105245 3.546520 0.1 0.0 0.3 -0.0018
N 0.115674 2.222760 3.765159 0.0 0.0 -0.3 0.0183
N 0.783183 1.670667 2.815265 -0.3 -0.1 0.2 0.0005
N -0.097996 1.138320 1.929192 0.2 0.0 -0.1 0.0048
C -2.654748 0.251363 0.775850 0.1 -0.1 -0.1 0.0135
N -3.836695 -0.176679 0.375999 -0.2 -0.1 -0.2 0.0020
N -3.562269 -0.955737 -0.697266 0.2 0.0 0.2 0.0171
N -2.294675 -1.006876 -0.911673 -0.2 0.3 0.2 0.0053
N -1.668836 -0.222452 0.015470 0.1 -0.1 -0.1 0.0635
H -3.327274 1.335558 2.354264 0.0 0.0 0.0 0.0004
C -0.185048 -5.289476 0.368036 0.0 0.1 0.0 -0.0003
C 0.724427 -4.385543 -0.429758 0.1 -0.1 0.0 0.0008
C 1.954949 -4.836439 -0.899436 0.0 0.1 0.0 0.0108
C 2.796852 -3.981410 -1.605109 0.0 -0.1 0.0 0.0020
C 4.155708 -4.438384 -2.080674 0.0 0.0 0.0 -0.0001
C 2.392033 -2.676618 -1.846075 0.1 0.1 0.0 0.0208
C 1.163246 -2.199337 -1.387048 0.0 0.1 -0.2 0.0299
C 0.341263 -3.077943 -0.683726 -0.1 0.1 -0.1 0.0205
N 0.768909 -0.844134 -1.551388 0.1 0.1 -0.2 0.2522
C 0.673343 -0.289518 -2.939773 -0.1 -0.2 0.0 0.0217
C -0.411251 0.808165 -2.978494 0.1 -0.1 0.0 0.0099
C -0.574765 1.391738 -4.387694 0.1 -0.1 0.0 0.0008
C -1.008985 0.282938 -5.350153 0.0 0.0 0.0 0.0003
C 0.056037 -0.816693 -5.346363 0.0 0.1 0.1 -0.0002
C 1.390804 -0.227891 -5.819579 0.0 0.0 0.0 0.0003
C 1.821559 0.892466 -4.866032 -0.1 0.0 0.1 0.0034
C 0.754481 1.991015 -4.855400 0.0 0.0 0.0 0.0005
C 1.997065 0.323387 -3.450308 -0.1 -0.1 0.0 0.0149
C 0.216815 -1.385720 -3.927674 0.1 0.0 0.0 0.0007
H 0.227593 -6.297409 0.444558 0.0 0.0 0.0 0.0001
H -1.174800 -5.357241 -0.091747 0.0 0.0 0.0 -0.0002
H -0.324823 -4.902536 1.381865 0.0 0.0 -0.1 -0.0001
H 2.273015 -5.854398 -0.690817 0.0 0.0 0.0 0.0008
H 4.438002 -5.385215 -1.615463 0.0 0.0 0.0 0.0001
H 4.917109 -3.694055 -1.836369 0.0 0.0 0.0 -0.0001
H 4.169622 -4.580401 -3.165966 0.0 0.0 0.0 -0.0002
H 3.086834 -1.993654 -2.311778 0.0 0.1 0.0 0.0014
H -0.617397 -2.715851 -0.338422 -0.1 0.0 0.0 0.0008
H -0.139552 1.604149 -2.288535 0.0 0.1 0.1 0.0061
H -1.350618 0.373228 -2.642401 -0.1 0.0 0.0 0.0002
H -1.339914 2.171482 -4.356115 0.0 0.0 0.0 0.0002
H -1.134558 0.682152 -6.365180 0.0 0.0 0.0 0.0000
H -1.972879 -0.127240 -5.031648 0.0 0.0 0.0 0.0000
H -0.245603 -1.624932 -6.019607 0.0 0.0 0.0 0.0000
H 1.287660 0.159415 -6.842531 0.0 0.0 0.0 0.0000
H 2.157655 -1.011822 -5.839804 0.0 0.0 0.0 0.0000
H 2.776174 1.309768 -5.198980 0.0 0.0 0.0 0.0006
H 0.644472 2.423184 -5.858660 0.0 0.0 0.0 0.0000
H 1.058292 2.794012 -4.175614 0.0 0.0 0.0 0.0005
H 2.324209 1.095798 -2.759115 0.0 0.1 0.1 0.0049
H 2.786510 -0.426284 -3.467898 0.0 -0.1 0.0 0.0004
H 0.945677 -2.200620 -3.949154 0.0 0.0 0.0 0.0001
H -0.729359 -1.800983 -3.567378 0.0 0.0 0.0 -0.0001
```
Forces are in eV/Å.

Summary:
* electronic energy: -2854.5181 a.u.
* largest force on an atom: 0.38 eV Å⁻¹
* gap between HOMO and LUMO (alpha / beta): 6.14 / 6.07 eV
* total charge: -2
* spin multiplicity: 5